(1)
An isolated ion of composition C27H34NO3S and charge +1 in a non-equilibrium geometry. Source: the OMol25 dataset; level of theory: wB97M-V/def2-TZVPD.

XYZ file:
```
66
Properties=species:S:1:pos:R:3:forces:R:3
C 1.49446 1.96862 -2.18311 -0.096 -0.112 -0.077
C 2.51464 2.08852 -1.11016 -0.364 0.841 0.285
C 2.52820 2.97866 -0.07566 0.491 -0.167 -0.240
S 3.92572 2.74488 0.92140 -0.145 -0.266 -0.781
C 4.42542 1.48333 -0.06285 -0.093 0.273 0.315
N 3.60606 1.25181 -1.07608 0.482 0.458 0.696
C 3.76341 0.11388 -1.94867 -0.191 -0.958 -0.477
H 4.81777 -0.13389 -2.04841 -0.075 0.160 -0.013
H 3.34482 0.33987 -2.93055 0.110 -0.001 0.159
C 2.94028 -1.05365 -1.32580 0.116 0.489 -0.490
O 1.76935 -1.13275 -1.61746 0.120 -0.083 -0.086
C 3.59646 -1.92807 -0.35662 0.035 -0.622 0.568
C 2.75965 -2.73182 0.43013 0.088 0.176 -0.129
C 3.28594 -3.57132 1.38929 -0.010 -0.027 0.004
C 4.65860 -3.63619 1.57342 0.037 0.082 -0.096
C 5.50036 -2.86288 0.78695 0.111 -0.086 0.124
C 4.98036 -2.01356 -0.16974 -0.260 0.112 -0.140
H 5.66838 -1.45628 -0.78764 0.065 0.073 -0.053
H 6.56958 -2.92969 0.91718 0.089 -0.013 0.002
H 5.07506 -4.29523 2.31923 0.042 -0.058 0.072
H 2.62919 -4.18054 1.99025 -0.062 -0.053 0.059
H 1.69427 -2.67614 0.27116 -0.091 0.010 -0.004
H 5.31168 0.90570 0.11719 0.143 -0.134 -0.045
C 1.45735 3.90698 0.37436 -0.303 -0.301 0.308
H 1.88885 4.83291 0.75567 -0.060 0.081 -0.056
H 0.78247 4.14769 -0.44708 0.080 0.064 0.009
C 0.65786 3.24959 1.51702 0.332 0.365 0.170
H 1.33379 2.97510 2.33488 -0.159 0.081 -0.061
H -0.10342 3.94294 1.87835 0.098 -0.087 -0.005
O -0.05244 2.09792 1.08633 -0.286 0.151 -0.201
C 0.56442 0.91321 1.10517 0.527 -0.379 0.107
O 1.73924 0.79951 1.38953 -0.304 -0.147 0.166
C -0.28595 -0.26373 0.72633 -0.445 -0.045 -0.133
H 0.19782 -0.70957 -0.15048 0.005 0.025 0.129
H -0.16178 -0.98452 1.54112 0.056 0.011 0.000
C -1.78380 -0.08741 0.42699 0.476 -0.011 0.147
C -2.34320 -1.48207 0.10837 -0.162 0.234 -0.009
H -1.80902 -1.90521 -0.74618 0.082 -0.073 -0.075
H -2.18537 -2.14548 0.96230 0.052 -0.086 0.082
C -3.84035 -1.41809 -0.20975 -0.148 -0.409 -0.089
C -4.36677 -2.81859 -0.52052 0.129 0.306 0.070
H -5.42896 -2.78257 -0.74955 -0.152 -0.025 -0.037
H -3.84697 -3.24341 -1.37658 0.057 -0.085 -0.122
H -4.22390 -3.48025 0.33100 0.008 -0.116 0.108
C -4.04872 -0.49485 -1.41287 0.101 0.104 0.136
C -3.50614 0.89737 -1.09962 -0.039 0.163 -0.268
C -4.24249 1.47630 0.10670 0.051 -0.066 0.005
C -4.03265 0.56117 1.31135 -0.147 0.093 0.258
C -4.57505 -0.83126 0.99827 0.138 0.133 -0.052
H -5.64392 -0.77240 0.78588 -0.099 -0.049 -0.009
H -4.44371 -1.48439 1.86384 -0.024 -0.083 0.056
C -2.54039 0.47581 1.63315 -0.184 0.037 -0.087
H -2.16650 1.46921 1.88269 -0.001 -0.003 0.053
H -2.38636 -0.17183 2.49968 0.055 -0.052 0.086
H -4.56215 0.97094 2.17796 0.033 -0.019 -0.045
H -5.30770 1.55952 -0.11469 -0.064 0.054 -0.009
H -3.86739 2.47806 0.32889 -0.018 0.086 0.009
C -2.01082 0.81196 -0.79162 -0.217 0.017 0.020
H -1.62501 1.81269 -0.59515 0.026 0.026 -0.057
H -1.48123 0.39924 -1.65432 0.102 -0.037 -0.090
H -3.65663 1.54941 -1.96733 0.014 -0.034 0.050
H -5.11236 -0.43217 -1.64879 -0.090 -0.042 -0.046
H -3.53766 -0.90568 -2.28670 0.006 -0.066 -0.083
H 1.92965 2.21102 -3.15314 -0.013 0.016 -0.070
H 1.09981 0.95446 -2.22272 -0.041 0.013 -0.043
H 0.66795 2.64724 -2.00221 -0.013 0.062 0.024
```
Forces are in eV/Å.

Its HOMO energy is -12.04 eV. The orbital gap is 8.4769 eV. As for the lowest unoccupied orbital energy: -3.56 eV. As for the net charge: +1.

(2)
C27H34O3PZn as an isolated structure. Source: the OMol25 dataset; level of theory: wB97M-V/def2-TZVPD.

XYZ file:
```
66
Properties=species:S:1:pos:R:3:forces:R:3
Zn -0.01365 0.25958 0.04925 0.277 -0.119 0.041
C 2.29361 2.59419 0.68169 -0.072 0.036 -0.063
O 2.01398 1.21424 0.44764 -0.044 -0.031 -0.078
C 3.16972 0.39226 0.35415 -0.011 -0.095 0.157
C 2.77189 -1.00425 0.79757 -0.065 0.106 -0.088
O 1.60205 -1.46817 0.11554 0.017 0.062 0.127
C 1.80948 -2.10093 -1.14775 -0.135 0.147 0.160
C 1.82149 -1.07702 -2.26009 0.113 -0.062 0.063
O 0.73847 -0.19152 -2.00333 -0.244 0.055 -0.052
C 0.35255 0.58021 -3.14132 0.003 0.060 -0.147
H 2.92187 2.70498 1.56684 -0.022 -0.004 0.013
H 1.33994 3.08882 0.85020 -0.002 0.009 0.003
H 2.79487 3.04212 -0.17902 -0.001 -0.015 -0.012
H 3.94488 0.76841 1.02674 0.024 -0.020 0.017
H 3.56730 0.40936 -0.66178 0.028 0.059 -0.036
H 2.51403 -0.98355 1.85593 -0.062 -0.024 -0.025
H 3.59331 -1.70806 0.65164 0.032 0.001 -0.015
H 0.95615 -2.76507 -1.26813 -0.022 -0.071 -0.043
H 2.72695 -2.69200 -1.15177 0.013 -0.007 0.064
H 1.69712 -1.58881 -3.21930 -0.117 0.092 -0.007
H 2.75590 -0.51191 -2.29878 -0.014 0.002 -0.053
H 0.08923 -0.07887 -3.97126 0.005 -0.011 0.034
H 1.16189 1.24576 -3.44977 0.026 -0.013 0.037
H -0.51914 1.16275 -2.85808 0.001 -0.031 0.003
C -2.32032 3.43306 -2.19604 0.010 -0.039 0.012
C -3.33895 2.44476 -2.70117 0.010 -0.019 0.005
C -4.11250 2.76731 -3.81031 -0.013 0.029 0.007
C -5.05899 1.88834 -4.31638 0.009 0.010 0.008
C -5.25444 0.65990 -3.70841 -0.024 -0.022 0.002
C -4.49343 0.31405 -2.60270 -0.028 0.069 0.050
C -3.54190 1.19461 -2.08870 0.119 -0.018 -0.083
P -2.44966 0.65824 -0.73777 -0.033 -0.236 0.226
C -2.91596 -1.08063 -0.39180 0.024 0.038 -0.082
C -2.19701 -2.02814 -1.12665 -0.035 0.007 0.060
C -2.37285 -3.38682 -0.93159 0.017 -0.040 -0.023
C -3.26940 -3.81556 0.03552 0.001 0.030 0.001
C -4.00602 -2.88514 0.74871 -0.037 -0.010 -0.003
C -3.86966 -1.51266 0.54043 -0.020 0.038 0.017
C -4.76452 -0.57242 1.30230 0.000 -0.076 0.003
C -2.83386 1.64917 0.71923 0.058 0.183 -0.080
C -3.85641 2.59970 0.72318 0.001 0.021 0.016
C -4.00121 3.47278 1.78365 -0.009 -0.010 -0.011
C -3.10577 3.40766 2.84709 0.013 -0.013 -0.006
C -2.10149 2.45719 2.85576 -0.032 0.013 0.043
C -1.95345 1.54152 1.80876 0.012 0.039 0.014
C -0.91263 0.48067 1.85359 0.099 -0.164 -0.281
H -2.37829 4.36265 -2.75891 0.017 -0.001 -0.014
H -1.30084 3.04807 -2.29454 -0.006 0.010 0.008
H -2.47032 3.66546 -1.14172 -0.006 0.036 -0.006
H -3.96639 3.72944 -4.28618 -0.008 0.001 -0.004
H -5.64211 2.16514 -5.18472 -0.003 0.009 0.006
H -5.99565 -0.02920 -4.09063 0.006 -0.003 0.002
H -4.64476 -0.64758 -2.13027 0.004 -0.019 -0.017
H -1.51176 -1.67801 -1.88755 0.159 0.005 -0.065
H -1.82707 -4.10713 -1.52834 0.014 0.035 0.007
H -3.41047 -4.87204 0.22130 -0.005 -0.001 -0.007
H -4.72856 -3.22848 1.47921 -0.005 0.009 -0.001
H -5.63054 -1.11163 1.68251 -0.004 -0.012 0.006
H -5.11672 0.24108 0.66980 -0.036 -0.042 0.042
H -4.24403 -0.12698 2.15269 -0.032 0.029 -0.017
H -4.54454 2.65236 -0.11329 0.020 0.010 -0.013
H -4.79881 4.20345 1.78220 0.000 0.000 -0.001
H -3.20225 4.09483 3.67770 0.004 0.001 0.000
H -1.42369 2.40320 3.69966 -0.001 -0.026 0.000
H -1.37220 -0.50552 1.97804 -0.026 0.022 0.094
H -0.21909 0.63847 2.67813 0.037 -0.020 -0.016
```
Forces are in eV/Å.

Its energy relative to the best compared isomer or geometry (same formula, charge and spin) is 0.348 eV. Its HOMO energy is -10.59 eV. The orbital gap is 8.5192 eV. As for the lowest unoccupied orbital energy: -2.07 eV. As for the net charge: +1.

(3)
C27H35As2BFeN6O10S2 as an isolated structure in a non-equilibrium geometry. Source: the OMol25 dataset; level of theory: wB97M-V/def2-TZVPD.

XYZ file:
```
84
Properties=species:S:1:pos:R:3:forces:R:3
Fe 0.80265 -0.80648 -0.36152 -0.400 -0.433 0.253
C 0.79572 3.31999 -2.25399 0.118 0.176 0.054
N -0.15052 2.34726 -2.76162 -0.182 -0.267 0.120
C -0.62095 2.28758 -4.05051 -0.027 -0.036 -0.134
C -1.46640 1.23248 -4.10292 -0.034 0.114 -0.148
N -1.52435 0.64592 -2.86386 0.095 0.273 0.156
B -2.30743 -0.71433 -2.68201 -0.007 -0.179 0.147
N -2.75410 -0.97708 -1.22571 -0.054 -0.104 0.033
C -3.96096 -0.55180 -0.71763 -0.136 0.067 0.035
C -4.17256 -1.17218 0.46210 -0.055 0.158 -0.042
N -3.08664 -1.98164 0.68050 0.267 0.143 -0.196
C -2.91545 -2.86955 1.80697 0.066 -0.090 0.185
C -2.21937 -1.83908 -0.34309 -0.192 -0.003 0.029
S -0.72668 -2.69067 -0.44725 0.308 -0.032 0.100
C -0.71625 1.33384 -2.04786 0.117 0.186 -0.335
S -0.41342 1.09700 -0.36810 -0.357 -0.110 0.358
H 1.77184 3.19514 -2.72308 -0.045 -0.023 -0.016
H 0.90022 3.16943 -1.18379 0.001 -0.001 0.008
H 0.43648 4.33080 -2.44240 -0.048 -0.029 -0.009
H -0.33420 2.99614 -4.80764 0.015 0.028 0.045
H -2.04061 0.85350 -4.93025 -0.033 -0.014 0.046
H -3.29738 -0.62591 -3.36070 -0.037 0.077 -0.098
H -1.58727 -1.60870 -3.02841 -0.149 -0.023 0.067
H -4.57431 0.15695 -1.24449 0.024 -0.023 -0.019
H -4.97240 -1.08851 1.17244 -0.031 -0.009 0.053
H -3.48501 -2.47786 2.64470 0.019 0.028 0.031
H -1.86236 -2.91153 2.06886 0.007 0.079 0.032
H -3.25588 -3.87397 1.55021 -0.020 0.030 0.019
C 2.86408 -0.26355 3.63559 -0.011 0.128 0.048
N 1.43207 -0.00231 3.64049 0.120 -0.071 -0.136
C 0.83958 0.51712 4.75985 -0.038 0.041 0.170
C -0.47902 0.72017 4.82904 -0.051 0.067 0.028
C -1.31633 0.31674 3.70178 -0.191 -0.116 0.078
O -2.54043 0.34960 3.76816 0.131 -0.080 -0.162
N -0.65651 -0.11676 2.56535 0.245 -0.120 -0.459
C 0.64476 -0.22789 2.52914 -0.382 0.296 0.210
O 1.31190 -0.54487 1.46294 0.076 -0.152 -0.037
H 3.13918 -0.79915 4.54418 -0.015 0.030 0.032
H 3.42565 0.67283 3.58986 -0.003 0.023 0.067
H 3.10958 -0.87648 2.77655 -0.040 0.095 0.189
H 1.51334 0.74910 5.57442 0.031 -0.028 -0.012
H -0.94829 1.14099 5.70546 0.028 -0.035 0.008
C 3.15870 1.39693 -4.17357 0.027 -0.128 0.039
O 4.19208 2.07678 -3.44668 -0.044 0.010 -0.026
C 4.95622 1.41136 -2.56237 0.255 0.154 -0.091
O 5.84312 1.99232 -1.99232 -0.019 -0.153 -0.093
C 4.54782 0.01096 -2.22857 -0.364 0.348 0.340
C 5.03670 -1.07155 -2.81799 -0.072 -0.274 -0.053
As 4.38657 -2.95837 -2.58354 0.234 0.000 -0.106
C 4.21356 -3.31728 -4.50976 -0.048 0.037 -0.012
C 2.69090 -2.21577 -2.03568 0.635 -0.246 0.514
C 2.73020 -1.70252 -0.68882 -0.802 0.070 -0.076
As 3.28829 0.20957 -0.65906 1.075 -0.221 -0.327
C 4.78270 0.24054 0.61737 -0.177 0.106 0.090
C 3.18432 -2.58046 0.39187 0.178 -0.705 0.446
O 3.55222 -2.24810 1.49420 0.221 -0.041 -0.256
O 3.09286 -3.88817 0.05496 -0.223 0.201 -0.146
C 3.44384 -4.80585 1.09099 0.062 -0.018 0.103
C 1.70011 -1.63025 -2.85086 -0.695 0.597 -0.586
O 0.83729 -0.86405 -2.36209 0.318 0.085 -0.191
O 1.68180 -1.88404 -4.14325 0.257 -0.227 0.183
C 0.57349 -1.34926 -4.87678 -0.300 0.133 -0.328
C 6.06100 -0.94743 -3.90283 0.081 0.307 -0.180
O 5.79414 -0.50578 -4.99046 -0.072 -0.013 0.065
O 7.30708 -1.37243 -3.65426 -0.039 -0.094 -0.025
C 7.69107 -1.80150 -2.34330 -0.002 0.012 0.154
H 3.56754 0.57054 -4.75071 0.069 -0.036 -0.011
H 2.74309 2.13887 -4.85091 0.008 0.023 0.031
H 2.37552 1.03726 -3.49931 0.018 0.038 -0.023
H 5.18360 -3.65695 -4.87307 0.018 -0.001 0.065
H 3.90313 -2.44420 -5.07433 0.012 0.006 0.022
H 3.48958 -4.11777 -4.65275 -0.001 -0.021 0.065
H 5.32013 -0.70237 0.61650 -0.013 -0.022 -0.045
H 4.40336 0.44545 1.61533 -0.005 -0.045 -0.121
H 5.43457 1.05238 0.30034 -0.001 0.038 -0.096
H 3.29337 -5.79935 0.67933 -0.021 0.035 -0.045
H 2.80871 -4.65488 1.96265 0.001 -0.004 -0.016
H 4.48477 -4.67114 1.38486 -0.018 0.003 -0.006
H 0.61714 -1.80659 -5.86093 0.120 -0.001 0.014
H 0.65309 -0.26455 -4.96108 0.091 -0.056 0.038
H -0.36933 -1.59488 -4.39001 0.158 -0.011 -0.002
H 8.77654 -1.77018 -2.32616 -0.014 0.026 -0.040
H 7.36009 -2.82278 -2.15502 -0.028 0.002 -0.022
H 7.29866 -1.13741 -1.57332 -0.005 0.024 -0.041
```
Forces are in eV/Å.

The expectation value of S² is 6.126. Its HOMO energy (alpha / beta) is -7.76 / -8.11 eV. The orbital gap (alpha / beta) is 6.0117 / 5.8833 eV. The spin multiplicity is 5. As for the lowest unoccupied orbital energy (alpha / beta): -1.75 / -2.23 eV.

no.,calculated total energy (eV)
1,-47014.688
2,-92394.045
3,-236394.358